Record 1
Here is a 2-piece molecular cluster, C5H14O2S overall in a non-equilibrium geometry from OMol25. Energies are from ωB97M-V/def2-TZVPD.

```
! wB97M-V def2-TZVPD RIJCOSX def2/J DEFGRID3
* xyz 0 1
C -1.5965 -0.5032 1.8714
O -1.2059 0.4157 0.8242
C 0.0973 0.2472 0.2808
C 0.5562 1.5450 -0.4320
C 0.2828 1.5343 -1.9835
S 1.8600 1.4465 -2.9099
C 2.2296 -0.3314 -2.7863
H -2.6382 -0.2740 2.1523
H -0.9734 -0.4796 2.7813
H -1.5621 -1.5210 1.4478
H 0.2175 -0.5985 -0.4234
H 0.8100 0.0951 1.1141
H 0.1244 2.4674 0.0019
H 1.6586 1.6394 -0.3940
H -0.3602 0.7122 -2.3523
H -0.1947 2.4904 -2.2721
H 3.2725 -0.5367 -3.0810
H 1.5590 -0.9292 -3.4262
H 2.0912 -0.6481 -1.7389
O -1.9979 -2.5765 4.0051
H -1.4784 -1.7438 3.9350
H -2.7521 -2.4512 3.3856
*
```

Summary:
* F_max: 1.477 eV Å⁻¹
* HOMO level: -8.56 eV
* total energy: -747.5197 a.u.
* energy above the lowest of the compared OMol25 structures with the same formula, charge and spin: 104.4 kJ/mol
* LUMO: 0.68 eV
* structure (SMILES): COCCCSC.O

For each atom in turn, the natural (NBO) charge in e is:
1. C -0.25
2. O -0.55
3. C -0.06
4. C -0.44
5. C -0.53
6. S 0.17
7. C -0.75
8. H 0.20
9. H 0.15
10. H 0.18
11. H 0.16
12. H 0.17
13. H 0.23
14. H 0.22
15. H 0.22
16. H 0.23
17. H 0.24
18. H 0.21
19. H 0.21
20. O -0.93
21. H 0.46
22. H 0.47

---

Record 2
Here is a 2-piece molecular cluster, C5H14O2S overall in a non-equilibrium geometry from OMol25. Energies are from ωB97M-V/def2-TZVPD.

```
! wB97M-V def2-TZVPD RIJCOSX def2/J DEFGRID3
* xyz 1 2
C 1.7887 1.0623 2.1726
O 1.9771 1.9321 3.3382
C 0.4335 0.4174 2.0841
C -0.4061 0.7207 0.8287
C 0.3756 0.2855 -0.3807
S -0.5252 -0.2784 -1.8868
C -2.2564 0.3614 -1.8810
H 2.6726 0.4560 2.3852
H 1.9265 1.7670 1.3391
H 1.1272 2.3843 3.5392
H 0.5141 -0.6806 2.1647
H -0.1703 0.6682 2.9651
H -0.5959 1.8000 0.7838
H -1.3779 0.2321 0.9162
H 1.2608 -0.3692 -0.3687
H 0.9386 1.1568 -0.7871
H -2.7000 -0.4573 -2.4412
H -2.5182 0.5173 -0.8428
H -2.4888 1.2448 -2.4863
H 0.2304 -4.4799 -3.0663
H -0.4203 -4.6330 -4.4385
O 0.2141 -4.1073 -3.9376
*
```

Summary:
* ⟨S²⟩: 0.7533
* F_max: 2.929 eV Å⁻¹
* HOMO level (alpha / beta): -13.30 / -13.29 eV
* total energy: -747.2076 a.u.
* energy above the lowest of the compared OMol25 structures with the same formula, charge and spin: 29.3 kJ/mol
* LUMO (alpha / beta): -3.27 / -8.11 eV

For each atom in turn, the natural (NBO) charge in e is:
1. C -0.10
2. O -0.70
3. C -0.44
4. C -0.43
5. C -0.58
6. S 0.83
7. C -0.77
8. H 0.22
9. H 0.16
10. H 0.46
11. H 0.22
12. H 0.24
13. H 0.23
14. H 0.23
15. H 0.29
16. H 0.30
17. H 0.28
18. H 0.26
19. H 0.30
20. H 0.47
21. H 0.48
22. O -0.94

---

Record 3
Here is a 2-piece molecular cluster, C5H14O3 overall in a non-equilibrium geometry from OMol25. Energies are from ωB97M-V/def2-TZVPD.

```
! wB97M-V def2-TZVPD RIJCOSX def2/J DEFGRID3
* xyz 0 1
C 0.7287 -0.3610 2.1447
C 0.0835 -0.4862 0.7374
C 0.6148 0.4903 -0.2990
O 0.0621 0.3148 -1.6011
C 0.4913 1.2786 -2.4721
O -0.1331 2.4385 -2.2983
C -1.5920 2.2405 -2.2570
H 0.5679 0.6638 2.5197
H 1.8106 -0.5748 2.1581
H 0.2220 -1.0675 2.8235
H 0.1802 -1.5292 0.3794
H -0.9908 -0.2915 0.9204
H 0.2922 1.4752 0.0901
H 1.7200 0.4541 -0.2487
H 1.5955 1.2957 -2.3955
H 0.2303 0.9719 -3.5033
H -1.8525 1.7061 -1.3279
H -1.9667 1.6574 -3.1150
H -2.0956 3.2217 -2.2515
O 0.3122 -4.5885 3.0714
H -0.2908 -3.8924 3.4180
H 0.0101 -5.4176 3.5067
*
```

Summary:
* F_max: 3.790 eV Å⁻¹
* HOMO level: -10.10 eV
* total energy: -424.5701 a.u.
* energy above the lowest of the compared OMol25 structures with the same formula, charge and spin: 94.9 kJ/mol
* LUMO: 0.77 eV
* structure (SMILES): CCCOCOC.O

For each atom in turn, the natural (NBO) charge in e is:
1. C -0.60
2. C -0.41
3. C -0.08
4. O -0.54
5. C 0.24
6. O -0.54
7. C -0.27
8. H 0.20
9. H 0.21
10. H 0.21
11. H 0.21
12. H 0.19
13. H 0.17
14. H 0.17
15. H 0.16
16. H 0.14
17. H 0.19
18. H 0.18
19. H 0.20
20. O -0.94
21. H 0.47
22. H 0.47

---

Record 4
Here is a 4-piece molecular cluster, C5H14O3 overall in a non-equilibrium geometry from OMol25. Energies are from ωB97M-V/def2-TZVPD.

```
! wB97M-V def2-TZVPD RIJCOSX def2/J DEFGRID3
* xyz 0 1
C -0.1720 2.1332 -1.8635
C -0.3614 1.7860 -0.5422
C 0.1841 0.3639 0.0661
C 1.3771 -0.0611 -0.8020
C 1.3948 -1.4332 -1.0319
H -0.4497 2.9746 -2.3542
H 0.3826 1.3553 -2.4509
H -0.6380 2.3568 0.2993
H 0.6867 0.3060 1.0028
H -0.7720 -0.2716 -0.0003
H 2.1422 0.6035 -1.0427
H 2.1137 -1.7365 -1.7522
H 0.7755 -2.2509 -0.6712
O -3.5344 -0.5593 -1.5848
H -3.6948 -1.1384 -2.2192
H -3.3668 0.2991 -1.8899
O 3.8329 -1.2609 1.8264
H 4.2059 -0.3387 1.5693
H 3.3160 -1.6300 1.2043
O -2.2237 -0.2434 3.2232
H -1.3667 -0.0827 3.2554
H -2.4686 -0.6707 2.3715
*
```

Summary:
* F_max: 7.205 eV Å⁻¹
* HOMO level: -9.52 eV
* total energy: -424.4721 a.u.
* energy above the lowest of the compared OMol25 structures with the same formula, charge and spin: 352.1 kJ/mol
* LUMO: 0.66 eV
* structure (SMILES): C=CCC=C.O.O.O

For each atom in turn, the natural (NBO) charge in e is:
1. C -0.42
2. C -0.15
3. C -0.50
4. C -0.17
5. C -0.42
6. H 0.20
7. H 0.20
8. H 0.20
9. H 0.23
10. H 0.23
11. H 0.21
12. H 0.18
13. H 0.21
14. O -0.94
15. H 0.46
16. H 0.48
17. O -0.95
18. H 0.48
19. H 0.47
20. O -0.93
21. H 0.46
22. H 0.48

---

Record 5
Here is a 4-piece molecular cluster, C5H14O3 overall from OMol25. Energies are from ωB97M-V/def2-TZVPD.

```
! wB97M-V def2-TZVPD RIJCOSX def2/J DEFGRID3
* xyz 0 1
C -2.3421 -1.8058 -0.6218
C -1.4691 -0.8328 -0.8210
C -0.2047 -0.7959 -1.6332
C 0.8871 -0.0828 -0.8962
C 1.7288 -0.6725 -0.0654
H -3.2443 -1.5210 -0.0956
H -2.1278 -2.8242 -0.9141
H -1.7325 0.1536 -0.4649
H 0.0589 -1.7572 -2.0608
H -0.4829 -0.2185 -2.5190
H 0.9210 1.0062 -0.9571
H 2.4697 -0.0725 0.4454
H 1.8200 -1.7378 0.1190
O 3.6993 -3.6027 -0.0283
H 4.4362 -4.2171 -0.0558
H 3.4171 -3.4573 -0.9380
O -2.4425 4.6103 1.4807
H -3.1564 4.7671 2.1116
H -2.1101 3.7434 1.7560
O -0.1775 2.2566 1.6842
H -0.4143 3.1345 1.9959
H -0.2309 2.2935 0.7219
*
```

Summary:
* F_max: 0.821 eV Å⁻¹
* HOMO level: -9.47 eV
* total energy: -424.5547 a.u.
* energy above the lowest of the compared OMol25 structures with the same formula, charge and spin: 135.4 kJ/mol
* LUMO: 0.65 eV
* structure (SMILES): C=CCC=C.O.O.O

For each atom in turn, the natural (NBO) charge in e is:
1. C -0.41
2. C -0.14
3. C -0.49
4. C -0.19
5. C -0.37
6. H 0.20
7. H 0.20
8. H 0.18
9. H 0.22
10. H 0.22
11. H 0.19
12. H 0.20
13. H 0.20
14. O -0.94
15. H 0.47
16. H 0.47
17. O -0.93
18. H 0.47
19. H 0.46
20. O -0.93
21. H 0.46
22. H 0.47

---

Record 6
Here is a 2-piece molecular cluster, C5H14OS overall from OMol25. Energies are from ωB97M-V/def2-TZVPD.

```
! wB97M-V def2-TZVPD RIJCOSX def2/J DEFGRID3
* xyz 1 2
C -1.6685 1.0553 -0.9150
C -1.1665 0.9972 0.5384
C 0.2829 0.5466 0.6633
C 0.5849 -0.7315 -0.1404
S -0.5210 -2.0963 0.2505
C -0.0904 -2.4787 1.9314
H -0.9988 1.6729 -1.5076
H -1.7301 0.0522 -1.3627
H -2.6779 1.4865 -0.9290
H -1.8374 0.3539 1.1322
H -1.2408 1.9934 0.9664
H 0.6219 0.3921 1.6900
H 0.9259 1.3009 0.1995
H 0.5216 -0.5758 -1.2176
H 1.5780 -1.1762 0.0073
H 0.8376 -3.0513 1.8869
H -0.8873 -3.1116 2.3195
H 0.0316 -1.5657 2.5073
H 2.3361 2.2216 -3.1892
H 2.9113 1.0397 -2.4354
O 2.1871 1.6749 -2.3958
*
```

Summary:
* ⟨S²⟩: 0.7530
* F_max: 0.607 eV Å⁻¹
* HOMO level (alpha / beta): -14.67 / -14.67 eV
* total energy: -672.0211 a.u.
* energy above the lowest of the compared OMol25 structures with the same formula, charge and spin: 0.0 kJ/mol
* LUMO (alpha / beta): -2.96 / -7.99 eV

For each atom in turn, the natural (NBO) charge in e is:
1. C -0.61
2. C -0.41
3. C -0.41
4. C -0.59
5. S 0.89
6. C -0.82
7. H 0.23
8. H 0.18
9. H 0.24
10. H 0.19
11. H 0.24
12. H 0.22
13. H 0.26
14. H 0.28
15. H 0.27
16. H 0.29
17. H 0.28
18. H 0.27
19. H 0.49
20. H 0.47
21. O -0.96

---

Record 7
Here is a 3-piece molecular cluster, C5H14OS2 overall in a non-equilibrium geometry from OMol25. Energies are from ωB97M-V/def2-TZVPD.

```
! wB97M-V def2-TZVPD RIJCOSX def2/J DEFGRID3
* xyz 0 1
C -0.0653 1.4660 1.4125
C 0.4471 2.4306 0.3640
C 0.7716 0.2242 1.6323
S -0.2520 -0.9439 2.4452
S -1.4075 0.2300 -1.2525
C -1.4217 -1.2137 -0.2970
C -0.1875 -2.1095 -0.4208
H -1.0322 1.0824 1.1188
H -0.2362 1.9247 2.3721
H 0.2163 2.0203 -0.6149
H -0.1122 3.3674 0.4160
H 1.4909 2.7270 0.4642
H 1.2356 -0.1795 0.7452
H 1.6004 0.4757 2.3100
H -1.6169 -0.9402 0.8062
H -2.3082 -1.7930 -0.5758
H -0.2959 -3.0010 0.1934
H 0.7183 -1.5832 -0.1582
H -0.0751 -2.3634 -1.4706
H 1.0170 -0.8755 -3.8975
H 0.3700 -0.2162 -2.6488
O 1.1434 -0.7292 -2.9437
*
```

Summary:
* F_max: 2.282 eV Å⁻¹
* HOMO level: -8.56 eV
* total energy: -1070.3645 a.u.
* energy above the lowest of the compared OMol25 structures with the same formula, charge and spin: 414.3 kJ/mol
* LUMO: -3.47 eV

For each atom in turn, the natural (NBO) charge in e is:
1. C -0.40
2. C -0.62
3. C -0.60
4. S 0.14
5. S 0.01
6. C -0.60
7. C -0.63
8. H 0.20
9. H 0.21
10. H 0.22
11. H 0.21
12. H 0.21
13. H 0.22
14. H 0.25
15. H 0.25
16. H 0.27
17. H 0.22
18. H 0.21
19. H 0.24
20. H 0.47
21. H 0.47
22. O -0.96

---

Record 8
Here is a 2-piece molecular cluster, C5H14PS overall in a non-equilibrium geometry from OMol25. Energies are from ωB97M-V/def2-TZVPD.

```
! wB97M-V def2-TZVPD RIJCOSX def2/J DEFGRID3
* xyz 1 1
C 2.3111 0.4252 0.5225
C 0.2331 -2.6796 -0.2868
C -3.0167 2.2976 -0.5579
C 1.0026 1.1478 0.6228
C -0.2431 -1.4946 0.5924
P -0.1949 0.0521 -0.3169
S 0.5818 -0.3750 -2.1662
H 2.7621 0.7361 -0.4897
H 3.0231 0.7316 1.2947
H 2.0995 -0.6162 0.5520
H -0.4913 -3.0833 -0.9289
H 1.1966 -2.5531 -0.7723
H 0.4360 -3.5710 0.3583
H -3.6256 1.9577 -1.4420
H -2.4232 3.1776 -0.7156
H -3.0238 1.7618 0.4233
H 1.0305 2.2445 0.2027
H 0.6227 1.1261 1.6315
H 0.0421 -1.4836 1.5941
H -1.2898 -1.9131 0.7087
H 0.5109 0.9665 -2.6155
*
```

Summary:
* F_max: 4.386 eV Å⁻¹
* HOMO level (alpha / beta): -12.39 / -13.37 eV
* total energy: -938.0503 a.u.
* energy above the lowest of the compared OMol25 structures with the same formula, charge and spin: 415.6 kJ/mol
* LUMO (alpha / beta): -6.75 / -3.78 eV

For each atom in turn, the natural (NBO) charge in e is:
1. C -0.62
2. C -0.63
3. C -0.44
4. C -0.68
5. C -0.82
6. P 1.07
7. S -0.15
8. H 0.23
9. H 0.26
10. H 0.20
11. H 0.24
12. H 0.22
13. H 0.26
14. H 0.20
15. H 0.18
16. H 0.19
17. H 0.27
18. H 0.25
19. H 0.28
20. H 0.30
21. H 0.20

---

Record 9
Here is a 2-piece molecular cluster, C5H14S overall in a non-equilibrium geometry from OMol25. Energies are from ωB97M-V/def2-TZVPD.

```
! wB97M-V def2-TZVPD RIJCOSX def2/J DEFGRID3
* xyz -1 2
C 2.4556 1.1248 -0.3299
C 1.5856 -0.1297 -0.4966
C 0.7239 1.4450 2.0015
S 2.2278 2.0825 1.1790
H 3.4983 0.7972 -0.3947
H 2.3044 1.7423 -1.2275
H 0.5409 0.0833 -0.7297
H 1.5202 -0.6993 0.4333
H -0.2284 1.8429 1.6478
H 0.7141 0.3531 2.0196
H 0.9249 1.7836 3.0150
H 2.0576 -0.6678 -1.3096
C -1.8795 -1.8169 -1.0195
C -2.7121 -0.6720 -0.4395
H -2.3791 -2.4288 -1.7731
H -1.0222 -1.4545 -1.5471
H -1.6147 -2.4093 -0.1491
H -2.2934 -0.2775 0.4915
H -3.7272 -0.9350 -0.3205
H -2.6967 0.2363 -1.0506
*
```

Summary:
* ⟨S²⟩: 0.7504
* F_max: 1.750 eV Å⁻¹
* HOMO level (alpha / beta): 1.20 / -4.91 eV
* total energy: -597.0113 a.u.
* energy above the lowest of the compared OMol25 structures with the same formula, charge and spin: 41.8 kJ/mol
* LUMO (alpha / beta): 3.43 / 3.38 eV

For each atom in turn, the natural (NBO) charge in e is:
1. C -0.55
2. C -0.67
3. C -1.18
4. S 0.08
5. H 0.19
6. H 0.19
7. H 0.21
8. H 0.21
9. H 0.19
10. H 0.19
11. H 0.21
12. H 0.19
13. C -0.66
14. C -0.77
15. H 0.19
16. H 0.20
17. H 0.20
18. H 0.20
19. H 0.19
20. H 0.19

---

Record 10
Here is a 2-piece molecular cluster, C5H14S overall in a non-equilibrium geometry from OMol25. Energies are from ωB97M-V/def2-TZVPD.

```
! wB97M-V def2-TZVPD RIJCOSX def2/J DEFGRID3
* xyz 0 1
C -1.3805 0.5154 -0.5766
C -0.1999 1.3666 0.0094
C -0.6501 2.2044 1.3055
H -1.8139 -0.1307 0.1932
H -1.1698 -0.3576 -1.1846
H -2.2934 1.1961 -0.9145
H 0.7059 0.8305 0.1700
H -0.0667 2.1640 -0.7304
H -0.4122 1.6459 2.2112
H -0.0443 3.0780 1.2524
H -1.6941 2.4508 1.4459
C 1.0931 -1.7527 1.0570
S 1.1064 -2.8982 -0.4545
C 0.8994 -1.6047 -1.7924
H 1.8028 -2.1099 1.8312
H 1.4995 -0.7676 0.9024
H -0.0419 -1.7510 1.4782
H 0.5519 -0.6645 -1.3946
H 0.2421 -1.9892 -2.6396
H 1.8654 -1.4257 -2.1692
*
```

Summary:
* F_max: 3.704 eV Å⁻¹
* HOMO level: -8.57 eV
* total energy: -597.0140 a.u.
* energy above the lowest of the compared OMol25 structures with the same formula, charge and spin: 166.2 kJ/mol
* LUMO: 0.99 eV
* structure (SMILES): CCC.CSC

For each atom in turn, the natural (NBO) charge in e is:
1. C -0.64
2. C -0.40
3. C -0.61
4. H 0.20
5. H 0.22
6. H 0.22
7. H 0.20
8. H 0.20
9. H 0.20
10. H 0.20
11. H 0.21
12. C -0.73
13. S 0.13
14. C -0.72
15. H 0.23
16. H 0.21
17. H 0.22
18. H 0.22
19. H 0.23
20. H 0.21

---

Record 11
Here is a 2-piece molecular cluster, C5H14S overall from OMol25. Energies are from ωB97M-V/def2-TZVPD.

```
! wB97M-V def2-TZVPD RIJCOSX def2/J DEFGRID3
* xyz 0 1
C -0.9979 -0.9562 -3.5247
C -0.0352 -0.3686 -2.4650
C 0.6970 0.9069 -2.9659
H -0.5239 -1.7819 -4.0544
H -1.9339 -1.2945 -3.0694
H -1.2887 -0.1888 -4.2402
H 0.7176 -1.1207 -2.2578
H -0.5872 -0.1130 -1.5582
H 0.5602 1.0277 -4.0376
H 1.7782 0.8133 -2.8480
H 0.2929 1.7814 -2.4495
C -0.7140 1.2683 1.7403
S 0.7095 0.3058 2.2365
C 0.0718 -1.2856 2.7907
H -0.3519 2.2759 1.5685
H -1.2043 0.8732 0.8456
H -1.4885 1.3519 2.5103
H -0.0446 -1.9838 1.9621
H -0.9061 -1.2078 3.2587
H 0.8129 -1.6621 3.4880
*
```

Summary:
* F_max: 0.890 eV Å⁻¹
* HOMO level: -8.46 eV
* total energy: -597.0595 a.u.
* energy above the lowest of the compared OMol25 structures with the same formula, charge and spin: 46.8 kJ/mol
* LUMO: 0.96 eV
* structure (SMILES): CCC.CSC

For each atom in turn, the natural (NBO) charge in e is:
1. C -0.61
2. C -0.40
3. C -0.61
4. H 0.21
5. H 0.21
6. H 0.20
7. H 0.20
8. H 0.19
9. H 0.20
10. H 0.21
11. H 0.21
12. C -0.75
13. S 0.19
14. C -0.75
15. H 0.23
16. H 0.21
17. H 0.21
18. H 0.21
19. H 0.22
20. H 0.23